Here is C14H10F3N3O4RuS3 as an isolated structure from OMol25. Energies are from ωB97M-V/def2-TZVPD.

The LUMO energy (spin up / spin down) is 2.41 / 0.55 eV. As for the HOMO energy (spin up / spin down): -0.1000 / -0.2009 Eh. Its HOMO-LUMO gap (spin up / spin down) is 5.1 / 6.0 eV. The expectation value of S² is 8.7897. The multiplicity is 6. Its calculated total energy is -2593.86692 a.u. Its total charge is -1.

Each line ends with the Löwdin spin population.
Atoms and positions in Å:
Ru 0.157 0.426 -0.131  2.53
O -3.152 0.684 -2.936  0.06
C -2.267 0.417 -1.936  0.19
O -1.136 0.975 -1.966  0.23
C -2.663 -0.458 -0.930  0.15
C -3.928 -1.092 -0.799  0.08
C -4.156 -1.893 0.282  0.05
C -3.143 -2.083 1.258  0.15
C -1.940 -1.438 1.078  0.01
N -1.695 -0.662 0.020  0.24
C -0.790 -1.554 2.048  0.01
O -0.927 -2.219 3.068  0.02
O 0.284 -0.916 1.672  0.16
H -2.676 1.297 -3.510  0.00
H -4.683 -0.917 -1.556  0.00
H -5.118 -2.384 0.397  0.00
H -3.271 -2.707 2.132  0.01
S 2.067 -0.634 -4.399  0.58
C 1.712 -0.126 -2.842  0.01
S 1.935 1.501 -2.594  0.36
S 1.219 -1.219 -1.654  0.08
N 6.091 1.905 1.334  0.00
C 4.755 1.629 1.125  0.00
C 3.860 2.633 0.759  0.00
C 2.538 2.311 0.560  0.02
N 2.050 1.076 0.714  0.04
C 2.903 0.116 1.112  0.01
C 4.242 0.348 1.323  0.00
H 6.457 2.750 0.935  0.00
H 6.728 1.129 1.335  0.00
H 4.193 3.655 0.617  0.00
H 1.825 3.066 0.261  0.00
H 2.464 -0.856 1.278  0.00
H 4.886 -0.468 1.635  0.00
F -0.278 2.311 1.998  0.01
C -0.758 2.058 0.746  -0.01
F -0.501 3.211 0.024  0.00
F -2.103 2.036 0.891  0.00

Force components x, y, z for each atom (eV/Å):
-0.2 0.0 0.5
0.1 0.1 -0.1
-0.1 0.0 -0.2
0.1 0.1 0.0
-0.1 -0.2 0.2
0.0 0.0 0.1
0.0 0.0 0.0
0.0 0.0 0.0
-0.1 0.2 -0.4
0.0 -0.1 0.2
0.6 0.0 0.1
0.2 0.2 -0.3
-0.6 -0.3 0.3
0.0 0.0 -0.1
0.0 0.0 0.0
0.1 0.0 0.0
0.0 0.0 0.0
0.1 0.2 -0.4
0.1 -0.5 0.6
0.2 0.4 -0.4
-0.2 -0.3 -0.1
-0.2 0.0 0.1
0.3 0.1 0.0
0.0 0.1 0.0
-0.2 0.0 0.0
0.4 -0.2 -0.2
-0.1 0.2 0.0
0.0 -0.1 0.1
0.0 0.1 -0.1
0.0 0.0 0.0
0.0 -0.1 0.0
0.0 0.0 -0.1
0.0 -0.1 -0.1
-0.1 0.1 0.0
0.0 0.1 0.0
-0.1 0.2 0.0
0.0 -0.2 0.2
0.0 0.0 -0.1

---

Here is C14H10F3N4OS2Sn as an isolated structure at a distorted geometry from OMol25. Energies are from ωB97M-V/def2-TZVPD.

The value obtained for the energy above the lowest of the compared OMol25 structures with the same formula, charge and spin is 33.88 kcal per mole. The LUMO energy is -5.94 eV. As for the HOMO energy: -0.4138 Eh. Its HOMO-LUMO gap is 5.3 eV. Its calculated total energy is -2143.81303 a.u. Its total charge is +1.

Each line ends with the natural charge from an NBO analysis.
Atoms and positions in Å:
Sn -0.472 1.443 -0.028  1.64
N 1.264 5.605 -0.232  -0.75
C 0.998 4.322 -0.448  0.29
S -0.687 3.890 -0.659  -0.15
N 2.008 3.481 -0.456  -0.38
N 1.732 2.230 -0.767  -0.33
C 2.733 1.447 -1.060  0.15
C 2.600 0.092 -1.451  -0.20
C 3.777 -0.642 -1.696  -0.13
C 3.735 -1.972 -2.013  -0.23
C 2.491 -2.634 -2.109  -0.15
C 1.325 -1.953 -1.914  -0.24
C 1.325 -0.561 -1.631  0.38
O 0.205 0.070 -1.606  -0.74
H 0.518 6.275 -0.162  0.42
H 2.218 5.899 -0.090  0.43
H 3.728 1.890 -1.073  0.22
H 4.729 -0.132 -1.609  0.22
H 4.650 -2.525 -2.174  0.23
H 2.467 -3.690 -2.344  0.23
H 0.362 -2.438 -2.009  0.22
F -5.251 0.273 2.039  -0.31
C -4.538 -0.569 2.806  0.98
F -5.371 -1.524 3.236  -0.31
F -4.115 0.121 3.881  -0.31
C -3.369 -1.158 2.055  -0.20
C -3.230 -2.529 1.925  -0.08
C -2.128 -3.042 1.260  -0.26
C -1.213 -2.151 0.732  0.08
N -1.338 -0.831 0.842  -0.52
C -2.391 -0.323 1.498  0.08
S -2.455 1.417 1.583  -0.02
H -3.988 -3.183 2.335  0.26
H -1.982 -4.106 1.148  0.25
H -0.337 -2.491 0.191  0.22

Force components x, y, z for each atom (eV/Å):
0.9 -0.3 -1.2
-0.2 0.5 0.1
0.7 -0.9 -0.1
-0.3 -0.8 0.2
0.0 1.4 0.3
-1.1 -1.2 0.5
-0.2 0.0 -0.1
-0.8 -0.6 -0.1
0.0 -0.2 0.1
-0.1 -0.2 0.0
0.6 0.2 0.0
-0.3 0.6 0.1
2.0 -0.7 0.1
-2.3 1.8 1.2
0.1 0.1 0.0
0.0 -0.1 0.0
-0.1 0.1 0.0
0.0 0.0 0.0
0.0 0.0 0.0
0.0 0.0 0.0
0.0 0.0 -0.1
0.1 -0.1 0.1
-0.2 0.0 0.2
0.1 0.1 0.0
-0.1 -0.1 -0.2
0.2 0.2 -0.1
0.1 0.0 -0.1
0.0 0.1 0.0
0.3 -0.3 -0.2
-0.1 0.4 0.1
-0.1 -0.4 0.1
0.9 0.4 -0.8
0.0 0.0 0.0
0.0 0.0 0.0
-0.1 0.0 0.1

---

Here is C14H10InN2OS2 as an isolated structure at a distorted geometry from OMol25. Energies are from ωB97M-V/def2-TZVPD.

The value obtained for the energy above the lowest of the compared OMol25 structures with the same formula, charge and spin is 3.88 kcal per mole. The LUMO energy (spin up / spin down) is -0.63 / -0.61 eV. As for the HOMO energy (spin up / spin down): -0.1606 / -0.2754 Eh. Its HOMO-LUMO gap (spin up / spin down) is 3.7 / 6.9 eV. The expectation value of S² is 0.7727. The multiplicity is 2. Its calculated total energy is -1710.62822 a.u.

Each line ends with the Löwdin spin population.
Atoms and positions in Å:
In 0.337 -0.572 -0.018  0.10
S 2.375 2.432 -2.876  0.08
C 3.526 1.939 -1.748  0.07
C 3.106 1.065 -0.772  0.00
C 1.722 0.741 -0.940  0.11
C 1.196 1.298 -2.060  0.05
C -0.013 0.780 -2.656  0.14
C -0.569 1.184 -3.859  0.00
C -1.694 0.530 -4.414  0.12
C -2.386 -0.378 -3.636  0.07
C -1.828 -0.750 -2.405  0.07
N -0.704 -0.197 -1.965  0.14
H 4.516 2.412 -1.866  0.00
H 3.728 0.702 0.040  0.00
H -0.230 2.091 -4.375  0.00
H -1.979 0.767 -5.448  0.01
H -3.237 -0.901 -4.000  0.00
H -2.320 -1.418 -1.742  0.00
O -1.291 -0.297 1.261  0.01
N -0.802 -0.638 2.510  0.00
C -1.161 0.201 3.486  0.00
C -0.849 -0.071 4.822  0.00
C -0.068 -1.188 5.125  0.00
C 0.262 -2.103 4.079  0.00
C -0.097 -1.840 2.734  0.01
S 0.562 -2.775 1.488  0.02
H -2.011 0.925 3.286  0.00
H -1.265 0.539 5.641  0.00
H 0.346 -1.412 6.126  0.00
H 0.829 -3.066 4.183  0.00

Force components x, y, z for each atom (eV/Å):
0.5 -0.2 -1.6
-2.0 -1.4 0.3
1.9 0.0 1.2
0.0 0.8 -0.5
0.9 -0.6 1.6
-1.1 0.4 -2.1
-0.1 0.9 -0.1
-1.2 0.2 -1.5
1.6 1.7 -0.3
0.7 -1.6 1.6
-1.0 1.3 -2.2
1.2 -0.5 2.2
-0.6 -0.5 0.4
0.0 0.1 -0.2
0.4 -0.6 0.1
-0.1 0.0 0.7
-0.7 -0.2 -0.2
-0.3 -0.6 0.4
0.9 -0.6 1.2
-0.5 -0.7 -0.6
-2.0 0.0 1.9
0.1 0.2 -0.2
0.9 -1.8 -1.1
-0.3 0.6 0.5
0.0 1.8 1.1
-0.3 0.6 -1.3
1.7 -0.7 -0.3
0.4 -0.1 -0.7
-0.7 0.3 -0.6
-0.5 1.3 0.4

---

Here is C14H10N2O3S in the gas phase at a distorted geometry from OMol25. Energies are from ωB97M-V/def2-TZVPD.

The value obtained for the energy above the lowest of the compared OMol25 structures with the same formula, charge and spin is 14.73 kcal per mole. As for the SMILES: O=C(/N=C1\SCC(=O)N1c1ccccc1)c1ccco1. The LUMO energy is 0.37 eV. As for the HOMO energy: -0.3346 Eh. Its HOMO-LUMO gap is 9.5 eV. Its calculated total energy is -1272.92573 a.u.

Each line ends with the natural charge from an NBO analysis.
Atoms and positions in Å:
O -2.185 2.501 0.460  -0.55
C -1.110 2.029 0.174  0.63
N -0.856 0.682 0.171  -0.53
C -0.082 -0.037 0.843  0.37
N 0.139 -1.362 0.554  -0.49
C 0.984 -2.071 1.371  0.70
O 1.263 -3.233 1.235  -0.55
C 1.524 -1.200 2.488  -0.63
H 2.613 -1.160 2.443  0.26
H 1.231 -1.609 3.456  0.26
S 0.833 0.457 2.280  0.27
C -0.505 -1.979 -0.561  0.21
C -1.882 -1.889 -0.700  -0.22
C -2.494 -2.502 -1.779  -0.20
C -1.740 -3.205 -2.704  -0.20
C -0.367 -3.293 -2.554  -0.21
C 0.258 -2.677 -1.484  -0.22
H 1.328 -2.744 -1.362  0.23
H 0.224 -3.840 -3.273  0.22
H -2.224 -3.684 -3.542  0.22
H -3.566 -2.433 -1.892  0.22
H -2.465 -1.341 0.023  0.23
C 0.013 2.834 -0.327  0.13
C 0.092 4.186 -0.553  -0.22
C 1.407 4.434 -0.994  -0.32
C 2.031 3.221 -1.005  0.12
O 1.204 2.250 -0.606  -0.39
H 3.031 2.935 -1.270  0.21
H 1.831 5.378 -1.266  0.23
H -0.701 4.892 -0.413  0.24

Force components x, y, z for each atom (eV/Å):
0.1 0.2 0.0
0.2 -0.1 0.1
-0.1 -0.7 -0.3
0.1 1.0 0.6
-0.3 -0.4 -0.5
0.3 -0.1 0.5
0.0 0.0 0.0
0.1 0.2 0.2
-0.1 -0.1 -0.1
0.0 -0.1 -0.1
-0.1 -0.1 -0.1
-0.1 -0.3 -0.3
0.1 -0.1 0.1
0.0 0.0 0.0
0.0 0.0 0.0
0.0 0.0 0.0
0.0 0.1 0.1
0.1 0.0 0.0
0.0 0.0 -0.1
0.0 0.0 -0.1
-0.1 0.0 0.0
0.0 0.0 0.0
-0.3 1.3 0.0
-0.2 -0.9 0.2
0.4 -0.4 -0.1
0.1 0.8 -0.1
-0.1 -0.4 0.0
0.1 -0.1 0.0
0.2 0.2 -0.1
-0.2 0.1 0.1

---

Here is C14H10N5O2RuSe as an isolated structure at a distorted geometry from OMol25. Energies are from ωB97M-V/def2-TZVPD.

The LUMO energy (spin up / spin down) is -10.72 / -13.71 eV. As for the HOMO energy (spin up / spin down): -0.7038 / -0.6991 Eh. Its HOMO-LUMO gap (spin up / spin down) is 8.4 / 5.3 eV. The expectation value of S² is 6.0422. The multiplicity is 5. Its calculated total energy is -3458.96711 a.u. Its total charge is +3.

Each line ends with the Löwdin spin population.
Atoms and positions in Å:
Ru 0.142 -0.049 -0.096  1.87
Se -0.306 -7.604 -0.891  0.55
N -0.607 -6.502 0.453  -0.01
C -0.384 -5.293 0.067  0.12
C -0.526 -4.119 0.880  0.00
C -0.936 -4.143 2.223  0.04
C -1.041 -2.949 2.909  0.00
C -0.743 -1.760 2.258  0.03
N -0.353 -1.731 0.977  0.02
C -0.240 -2.878 0.286  0.04
C 0.189 -2.756 -1.102  0.04
N 0.428 -1.499 -1.550  0.03
C 0.797 -1.339 -2.833  0.03
C 0.955 -2.399 -3.708  0.00
C 0.726 -3.688 -3.264  0.04
C 0.329 -3.880 -1.932  0.00
C 0.050 -5.171 -1.365  0.12
N 0.135 -6.291 -1.994  0.00
H -1.161 -5.091 2.696  0.00
H -1.353 -2.928 3.945  0.00
H -0.818 -0.811 2.776  0.00
H 0.978 -0.330 -3.180  0.00
H 1.258 -2.209 -4.729  0.00
H 0.839 -4.544 -3.918  0.00
N 0.350 1.854 -1.126  0.02
C 0.202 3.014 -0.195  0.05
C -0.081 2.518 1.218  0.09
O -0.258 3.377 2.112  0.82
O -0.150 1.266 1.405  0.06
H 1.259 1.910 -1.582  0.01
H -0.336 1.936 -1.872  0.01
H -0.618 3.668 -0.497  0.00
H 1.109 3.620 -0.166  0.00

Force components x, y, z for each atom (eV/Å):
-0.3 0.4 -0.5
0.0 0.1 0.0
-0.3 -0.4 1.0
0.1 0.0 -0.4
0.0 0.8 0.3
0.1 -0.1 -0.2
0.0 0.0 0.0
-0.1 -0.2 0.2
0.4 -0.2 -0.3
-0.2 -0.4 0.6
0.2 -0.1 -0.6
-0.2 -0.5 0.2
0.0 0.0 0.0
0.0 -0.1 -0.1
-0.1 -0.1 0.3
0.2 0.9 -0.2
-0.1 -0.2 0.4
0.3 -0.1 -1.0
0.0 0.0 0.0
0.0 0.0 0.0
0.0 0.0 -0.1
0.0 0.0 0.1
0.0 0.0 0.0
0.0 0.0 0.0
0.2 0.0 0.3
0.1 0.4 -0.2
0.0 -1.8 -0.7
0.0 0.2 0.2
-0.1 1.3 0.9
0.0 0.2 0.0
-0.1 0.1 0.0
0.0 0.0 0.0
0.0 0.0 0.0

---

Here is C14H11Cl2NO3 in the gas phase at a distorted geometry from OMol25. Energies are from ωB97M-V/def2-TZVPD.

The value obtained for the energy above the lowest of the compared OMol25 structures with the same formula, charge and spin is 86.10 kcal per mole. As for the SMILES: O=C(COc1ccccc1Cl)Nc1cc(Cl)ccc1O. The LUMO energy is -0.15 eV. As for the HOMO energy: -0.3060 Eh. Its HOMO-LUMO gap is 8.2 eV. Its calculated total energy is -1740.52857 a.u.

Each line ends with the natural charge from an NBO analysis.
Atoms and positions in Å:
O -0.079 -2.864 -0.346  -0.58
C -0.132 -1.836 0.192  0.69
N 0.791 -0.785 0.400  -0.61
C 2.035 -0.719 0.028  -0.04
C 2.565 0.333 0.348  -0.19
C 3.795 0.750 0.268  0.02
C 4.551 -0.155 -0.358  -0.21
C 4.071 -1.190 -1.089  -0.23
C 2.714 -1.550 -0.794  0.32
O 2.407 -2.798 -1.199  -0.66
H 1.360 -2.741 -0.952  0.48
H 4.574 -1.811 -1.645  0.21
H 5.686 0.040 -0.861  0.22
Cl 4.518 2.423 0.828  -0.07
H 1.929 1.176 0.957  0.20
H 0.193 -0.139 1.108  0.47
C -1.598 -1.667 0.897  -0.08
O -1.812 -0.180 1.221  -0.60
C -2.325 0.740 0.127  0.29
C -1.752 1.653 -0.390  -0.29
C -2.409 2.413 -1.517  -0.18
C -3.834 2.356 -1.510  -0.24
C -4.441 1.419 -0.916  -0.20
C -3.862 0.548 0.130  -0.21
Cl -4.728 -0.489 0.608  0.25
H -5.411 1.205 -1.149  0.20
H -4.207 2.703 -2.389  0.22
H -1.761 3.329 -1.991  0.23
H -0.746 1.687 -0.207  0.23
H -2.392 -1.917 0.262  0.20
H -1.679 -1.936 1.745  0.17

Force components x, y, z for each atom (eV/Å):
1.9 -4.3 -3.3
-2.7 5.0 4.3
-10.8 -2.8 3.0
-1.9 -6.7 -3.5
0.1 14.1 7.0
4.0 2.7 0.5
7.7 0.8 -4.9
-5.8 1.9 4.3
4.6 -2.4 -1.7
-4.2 1.3 0.8
2.4 -2.0 -1.1
2.9 -3.0 -2.9
-2.7 0.1 2.4
-1.4 -2.7 -0.7
1.0 -2.2 -1.4
2.4 -1.2 -2.1
3.2 8.6 -10.3
0.7 0.8 -2.0
-10.6 -12.6 9.6
3.6 9.5 -8.8
1.5 2.3 3.0
7.6 3.1 -3.6
-0.6 -5.8 6.6
9.9 12.7 -9.5
-7.8 -10.9 6.0
-2.7 -0.5 -0.4
-1.8 1.9 -2.1
-1.9 -2.7 1.0
2.6 0.7 0.1
-0.7 -1.0 -1.1
-0.6 -4.8 10.9

---

calculated total energy of number 6 (C14H11Cl2NO3)? -1740.52857 a.u.